(1)
The following is a quantum chemistry calculation of a cluster of 3 separate species, C12H20FN4O6S in total at a distorted geometry, from the OMol25 dataset.

## Properties
**Lowest unoccupied orbital energy**: -3.7 eV
**Highest occupied orbital energy**: -12.66 eV

ORCA input file:
```
! wB97M-V def2-TZVPD RIJCOSX def2/J DEFGRID3
* xyz 1 1
C 1.91677 -0.51796 -2.38533
C 0.92221 -0.64261 -1.72818
N -0.21098 -0.77989 -0.97973
C -1.21288 -1.57861 -1.35024
N -1.23667 -2.34640 -2.44609
C -2.39523 -2.94127 -2.39311
F -2.83381 -3.76839 -3.24416
N -3.14058 -2.61532 -1.33444
N -2.36694 -1.70498 -0.62832
S -2.82197 -0.91457 0.79233
H 2.80321 -0.36780 -2.96173
H -0.31496 -0.24899 -0.12381
H -4.05927 -2.92523 -1.05089
H -2.42841 -1.87587 1.64336
C 8.20569 -1.16808 0.96711
C 6.76274 -0.74752 1.12916
O 5.97141 -1.10204 -0.02301
C 5.58278 -2.37093 -0.07771
O 5.77988 -3.22184 0.74867
O 4.90357 -2.54680 -1.21827
C 4.46741 -3.89060 -1.44017
H 8.61993 -0.75842 0.04570
H 8.79515 -0.80151 1.80678
H 8.29479 -2.25284 0.93245
H 6.67664 0.33484 1.19497
H 6.31470 -1.18433 2.02055
H 3.91792 -4.26711 -0.58012
H 5.31794 -4.53892 -1.64115
H 3.82079 -3.85256 -2.31243
C -5.62040 3.32157 -1.16886
C -4.93203 2.42336 -0.16524
O -4.16319 3.16036 0.79315
C -4.87698 3.69950 1.79241
O -6.06167 3.57270 1.95039
O -4.04689 4.39062 2.56308
C -4.67611 5.07387 3.65790
H -4.89633 3.98238 -1.64560
H -6.10880 2.72361 -1.93824
H -6.37510 3.93533 -0.68074
H -4.20162 1.78391 -0.66532
H -5.64899 1.78644 0.35421
H -5.27811 4.38551 4.24542
H -5.29921 5.88414 3.28585
H -3.86641 5.47325 4.25939
*
```



(2)
The following is a quantum chemistry calculation of a structure of composition C12H20MnN2O4 at a distorted geometry, from the OMol25 dataset.

## Properties
**Relative energy (zero: lowest compared OMol25 entry of this formula, charge and spin)**: 0.2010 eV
**Lowest unoccupied orbital energy (spin up / spin down)**: -7.2 / -6.8 eV
**⟨S²⟩**: 0.7793
**Highest occupied orbital energy (spin up / spin down)**: -15.65 / -15.64 eV

ORCA input file:
```
! wB97M-V def2-TZVPD RIJCOSX def2/J DEFGRID3
* xyz 2 2
Mn 0.00636 1.05992 0.45061
C 3.07570 0.59796 0.61698
O 1.96975 1.43839 0.19061
C 2.32531 2.82405 0.02908
C 1.22419 3.44545 -0.76891
O 0.00387 2.97166 -0.15811
C -1.22036 3.44591 -0.76042
C -2.31625 2.82998 0.04932
O -1.95782 1.44555 0.21232
C -3.06071 0.59782 0.63135
H 3.90765 0.72849 -0.07138
H 2.72994 -0.43042 0.58412
H 3.37801 0.86782 1.62742
H 3.27502 2.90362 -0.49960
H 2.42271 3.28655 1.01307
H 1.24277 3.13953 -1.81610
H 1.27994 4.53255 -0.71052
H -1.24826 3.13482 -1.80583
H -1.27285 4.53339 -0.70651
H -3.26917 2.90795 -0.47373
H -2.40518 3.29605 1.03234
H -3.89226 0.72850 -0.05756
H -3.36488 0.85842 1.64371
H -2.71115 -0.42876 0.59218
N 0.00218 -5.92068 -0.62574
C 0.02934 -5.07566 0.42100
O 0.07431 -5.41670 1.57951
C -0.00681 -3.57784 0.12447
C -0.03583 -2.75500 1.25253
C -0.04498 -1.40137 1.05291
N -0.02930 -0.82833 -0.16263
C -0.01146 -1.60605 -1.24327
C -0.00109 -2.98847 -1.12966
H 0.01334 -6.90917 -0.42680
H -0.00202 -5.63676 -1.58702
H -0.04545 -3.20516 2.23578
H -0.06838 -0.71155 1.91318
H -0.00765 -1.11467 -2.20650
H 0.01147 -3.56779 -2.04222
*
```



(3)
The following is a quantum chemistry calculation of a cluster of 2 separate species, C12H20O in total, from the OMol25 dataset.

## Properties
**Relative energy (zero: lowest compared OMol25 entry of this formula, charge and spin)**: 0.1978 eV
**Lowest unoccupied orbital energy**: 0.9 eV
**Highest occupied orbital energy**: -8.40 eV

ORCA input file:
```
! wB97M-V def2-TZVPD RIJCOSX def2/J DEFGRID3
* xyz 0 1
C -2.07497 -0.87855 1.09800
C -0.72245 -0.51934 0.47494
C -0.30660 0.90028 0.76031
C 0.82468 1.16960 1.51605
C 1.21826 2.45791 1.83570
C 0.46615 3.51364 1.34218
O 0.84394 4.82328 1.51902
C -0.69672 3.29261 0.61890
C -1.07122 1.98859 0.35757
H -2.73936 -0.01693 1.12621
H -1.96201 -1.28429 2.10450
H -2.57650 -1.66206 0.52680
H 0.06593 -1.19145 0.82524
H -0.79705 -0.68139 -0.60159
H 1.40644 0.34142 1.90330
H 2.04383 2.67827 2.50367
H 1.57578 4.86007 2.14155
H -1.26326 4.15741 0.30081
H -2.04281 1.81933 -0.09752
C -0.71322 -4.47815 -2.01465
C 0.13983 -3.21754 -2.00099
C 1.20262 -3.38040 -0.90980
C 0.84750 -2.95659 -3.32518
H -1.14870 -4.65609 -1.03411
H -0.13488 -5.34396 -2.34382
H -1.53109 -4.39824 -2.73888
H -0.49322 -2.35532 -1.77654
H 1.87813 -4.18923 -1.20376
H 1.81429 -2.50336 -0.67160
H 0.75612 -3.70466 0.03715
H 0.18259 -2.89312 -4.19219
H 1.35853 -1.99220 -3.27262
H 1.59447 -3.72089 -3.55129
*
```



(4)
The following is a quantum chemistry calculation of a cluster of 2 separate species, C12H20O in total at a distorted geometry, from the OMol25 dataset.

## Properties
**Relative energy (zero: lowest compared OMol25 entry of this formula, charge and spin)**: 2.7463 eV
**Lowest unoccupied orbital energy (spin up / spin down)**: -3.9 / -7.5 eV
**⟨S²⟩**: 0.7651
**Highest occupied orbital energy (spin up / spin down)**: -12.60 / -12.60 eV

ORCA input file:
```
! wB97M-V def2-TZVPD RIJCOSX def2/J DEFGRID3
* xyz 1 2
C -2.35077 1.01307 1.05445
C -2.95846 0.23174 -0.08450
C -1.63439 2.35024 0.79173
C -1.36491 2.82659 -0.53344
C -1.19654 2.95003 1.94639
C -0.40015 3.75978 -0.60462
C -0.01417 3.78651 1.80314
C 0.29726 4.25303 0.52992
O 1.36542 5.02874 0.41676
H -3.20829 1.23463 1.87845
H -1.53957 0.33948 1.50059
H -4.05596 0.43100 -0.28627
H -1.95452 2.44902 -1.46113
H -1.63725 2.80861 3.03091
H -0.25837 3.93220 -1.59038
H 0.35314 3.99821 2.80767
H 1.29357 5.78126 -0.29250
H -2.91080 -0.84351 0.06474
H -2.59655 0.47226 -1.08094
C 1.81957 -2.94981 -0.45391
C 0.43345 -3.47732 -0.08439
C 2.88670 -4.15951 -0.27030
C 1.90158 -2.51663 -1.88638
H 2.13277 -2.08641 0.15334
H 0.57502 -4.40261 0.60680
H 0.12185 -4.20040 -0.84374
H 2.97865 -4.23820 0.86284
H 2.43786 -5.02132 -0.63315
H 3.77970 -3.88415 -0.82144
H 1.24219 -1.65939 -2.18104
H 2.92357 -2.18450 -2.05378
H 1.66678 -3.32575 -2.48779
H -0.12837 -2.69692 0.20197
*
```



(5)
The following is a quantum chemistry calculation of a structure of composition C12H21AsO6P2SV, from the OMol25 dataset.

## Properties
**Relative energy (zero: lowest compared OMol25 entry of this formula, charge and spin)**: 0.0000 eV
**Lowest unoccupied orbital energy (spin up / spin down)**: 0.3 / 0.3 eV
**⟨S²⟩**: 0.7578
**Highest occupied orbital energy (spin up / spin down)**: -7.56 / -6.98 eV

ORCA input file:
```
! wB97M-V def2-TZVPD RIJCOSX def2/J DEFGRID3
* xyz 0 2
V 0.27026 0.30168 0.14126
C -2.21771 -1.70318 -1.60147
P -0.55032 -1.64027 -0.87511
C -0.53813 -3.05768 0.26685
C 0.51942 -2.21985 -2.26533
C 1.98188 -1.94169 -1.90864
P 2.11124 -0.21228 -1.27287
C 3.78903 -0.16192 -0.57161
C 2.27511 0.75746 -2.80969
H -2.43936 -2.67955 -2.03657
H -2.30613 -0.94048 -2.37578
H -2.95596 -1.48255 -0.83034
H -0.72202 -3.99168 -0.26744
H -1.31420 -2.91367 1.01880
H 0.41319 -3.11151 0.79466
H 0.22793 -1.64265 -3.14873
H 0.33996 -3.27180 -2.49845
H 2.65524 -2.11676 -2.75089
H 2.30502 -2.59960 -1.09577
H 4.53844 -0.54934 -1.26452
H 3.80560 -0.74396 0.35012
H 4.03766 0.86859 -0.31510
H 3.04462 0.34346 -3.46399
H 2.53904 1.78457 -2.55530
H 1.32892 0.79068 -3.35022
O 2.98110 0.57730 3.16008
As 1.25024 0.68581 2.85615
O 0.39385 0.58943 4.22525
O 1.06818 -0.54294 1.64364
C 1.23881 2.47032 1.96091
C 2.36650 3.22030 2.31171
C 2.51855 4.54185 1.92393
C 1.54172 5.16494 1.16903
C 0.41574 4.45160 0.79871
C 0.26074 3.12523 1.18282
S -1.17969 2.33424 0.50524
O -1.30505 1.11405 1.33599
O -2.28916 3.22116 0.46440
O -0.69697 1.82898 -0.84148
H 3.08727 0.16732 4.02842
H 3.13466 2.75727 2.91148
H 3.40303 5.08714 2.22669
H 1.65179 6.19917 0.87112
H -0.36244 4.92509 0.21434
*
```



(6)
The following is a quantum chemistry calculation of a structure of composition C12H21BN5V at a distorted geometry, from the OMol25 dataset.

## Properties
**Lowest unoccupied orbital energy (spin up / spin down)**: -16.4 / -16.4 eV
**Highest occupied orbital energy (spin up / spin down)**: -22.68 / -22.68 eV

ORCA input file:
```
! wB97M-V def2-TZVPD RIJCOSX def2/J DEFGRID3
* xyz 4 1
V 0.14177 0.25804 0.69355
C 1.34742 -2.05662 0.40420
C 0.20196 -2.32338 1.39702
N -0.96893 -1.43650 1.17188
C -1.88112 -1.85528 0.10380
C -1.44332 -1.20938 -1.17442
C -1.73584 -1.69024 -2.44192
C -1.35078 -0.94213 -3.55328
C -0.70391 0.27735 -3.35823
C -0.44084 0.69999 -2.06373
C 0.15826 2.02394 -1.70187
N 0.80266 1.90331 -0.39075
C 2.23675 1.51298 -0.42739
C 2.43095 -0.00633 -0.57162
N 1.82110 -0.67634 0.58694
N -0.76328 -0.05793 -0.99568
H 1.01502 -2.20413 -0.63425
H 2.14820 -2.79062 0.58378
H 0.56606 -2.17520 2.42615
H -0.10001 -3.37882 1.31137
H -1.50812 -1.42929 2.04456
H -2.90027 -1.49464 0.32005
H -1.95528 -2.94730 0.00596
H -2.25622 -2.63364 -2.55717
H -1.53880 -1.31051 -4.55645
H -0.40784 0.89229 -4.19931
H -0.66585 2.75379 -1.64770
H 0.84164 2.38986 -2.48015
H 0.76006 2.82805 0.05188
H 2.72322 1.85933 0.49798
H 2.74447 2.01366 -1.26660
H 3.50912 -0.21712 -0.64467
H 1.97605 -0.37851 -1.50162
H 2.47915 -0.64590 1.38111
B -1.23503 2.54942 4.19197
C -0.90667 1.84300 2.94955
N -0.54141 1.22694 2.00739
H -1.84568 3.31856 4.97864
H -0.38365 2.42623 5.01631
H -2.37101 3.08306 4.04271
*
```



no.,calculated total energy (Eh)
1,-1637.44021
2,-2030.10139
3,-544.47846
4,-544.06811
5,-5182.01990
6,-1710.73150